Entry 1:
DFT (ωB97M-V/def2-TZVPD) results for a molecular structure, C5H4HoO2.

The spin multiplicity is 6. The net charge is +2. As for the expectation value of S²: 8.824. Its HOMO-LUMO gap (spin up / spin down) is 6.026 / 7.107 eV. For the LUMO energy (spin up / spin down), the calculation gives -0.3492 / -0.3832 Ha.

Geometry as XYZ:
```
12
Properties=species:S:1:pos:R:3:forces:R:3:nbo_charge:R:1
Ho 1.362 -3.361 1.176 -0.27 -0.12 0.35 1.890
O -0.393 -1.294 0.840 2.39 -0.88 -1.38 -0.595
O -2.613 0.307 1.194 5.12 -0.85 -1.58 -0.273
C 0.523 -1.508 -0.122 -3.21 2.45 1.05 -0.310
C 1.267 0.542 -0.611 0.00 0.82 -1.02 -0.479
C 0.205 1.429 -0.679 -0.42 -1.70 2.60 0.317
C -0.985 1.560 -0.002 3.10 -0.09 -2.14 -0.529
C -1.549 0.470 0.692 -6.67 1.31 2.10 0.844
H 0.021 -1.547 -1.114 0.81 -0.65 -0.19 0.262
H 1.757 0.198 -1.529 -0.35 0.07 0.21 0.270
H -1.585 2.473 -0.042 -0.13 -0.44 0.20 0.329
H 1.989 0.733 0.197 -0.37 0.08 -0.20 0.275
```
Forces are in eV/Å.

=====

Entry 2:
DFT (ωB97M-V/def2-TZVPD) results for C4H8ClN in the gas phase.

The spin multiplicity is 1. Its HOMO-LUMO gap is 10.074 eV. For the LUMO energy, the calculation gives 0.0343 Ha. As for the SMILES: C[C@@H](N)/C=C/Cl.

Geometry as XYZ:
```
14
Properties=species:S:1:pos:R:3:forces:R:3:nbo_charge:R:1
Cl -3.660 -0.117 -0.190 0.72 -0.55 0.29 -0.067
N 0.879 1.387 -0.338 0.45 -1.96 2.06 -0.854
C 1.466 -1.122 -0.246 -3.45 1.21 1.91 -0.585
C 0.471 0.099 0.284 3.20 -0.91 1.14 -0.070
C -2.002 0.394 0.259 -2.29 1.20 -0.32 -0.167
C -0.932 -0.353 0.212 -0.76 -1.58 -1.33 -0.253
H 2.412 -0.945 0.129 2.00 0.50 0.62 0.207
H 0.960 2.108 0.363 -0.38 0.30 -0.60 0.377
H -1.101 -1.432 -0.061 0.20 1.14 0.38 0.225
H 1.097 -2.055 0.202 0.08 0.13 -0.37 0.194
H -2.203 1.448 0.456 1.24 -0.17 0.10 0.219
H 1.479 -1.151 -1.294 -0.10 -0.14 -1.47 0.203
H 0.416 1.570 -1.182 -0.76 0.73 -0.89 0.370
H 0.719 0.167 1.406 -0.15 0.09 -1.53 0.199
```
Forces are in eV/Å.

=====

Entry 3:
DFT (ωB97M-V/def2-TZVPD) results for 2 unconnected molecules or ions with the total composition C3H10N4.

The spin multiplicity is 1. The net charge is +2. Its HOMO-LUMO gap is 9.609 eV. For the LUMO energy, the calculation gives -0.3512 Ha.

Geometry as XYZ:
```
17
Properties=species:S:1:pos:R:3:forces:R:3:nbo_charge:R:1
N -2.098 -2.511 -2.397 1.46 2.74 0.54 -0.918
N -0.044 0.099 -0.637 -0.24 0.06 -1.14 -0.034
N 0.834 0.955 1.240 -0.95 -0.78 -0.13 -0.190
N -0.608 -0.411 0.345 -1.32 -1.70 -0.63 -0.184
C 1.619 1.937 1.972 0.12 -1.54 -0.71 -0.414
C -0.096 0.077 1.516 1.42 1.85 1.25 0.323
C 0.929 1.003 -0.201 2.76 -3.53 1.07 -0.172
H 1.983 0.612 -0.556 -1.65 0.30 0.69 0.331
H -0.474 -0.207 2.506 0.31 0.18 -0.43 0.285
H 2.601 1.560 2.122 1.17 0.09 -0.58 0.266
H -1.086 -2.068 -2.291 -2.22 -1.66 -1.01 0.479
H 1.448 2.822 1.450 0.64 1.65 -0.88 0.244
H -2.510 -2.200 -1.446 -0.25 -1.02 -2.23 0.487
H 1.278 2.085 2.913 -1.57 0.20 2.97 0.255
H -2.171 -3.476 -2.667 0.83 -1.53 1.32 0.470
H -2.552 -2.219 -3.299 0.09 1.42 1.31 0.478
H 0.949 1.943 -0.570 -0.59 3.26 -1.41 0.293
```
Forces are in eV/Å.

=====

Entry 4:
DFT (ωB97M-V/def2-TZVPD) results for C4H8N2O in the gas phase.

The spin multiplicity is 1. Its HOMO-LUMO gap is 10.526 eV. For the LUMO energy, the calculation gives 0.0268 Ha. As for the SMILES: C[C@](O)(C#N)CN.

Geometry as XYZ:
```
15
Properties=species:S:1:pos:R:3:forces:R:3:nbo_charge:R:1
O -1.280 0.346 0.807 -0.24 -0.01 0.04 -0.701
N 0.345 -1.690 0.897 0.07 -0.06 0.18 -0.837
N 0.445 3.034 0.041 -0.08 -0.99 -0.17 -0.310
C 0.926 -0.391 0.604 0.17 0.18 -0.08 -0.214
C 0.234 1.900 -0.040 0.21 0.95 0.06 0.252
C -0.164 0.469 -0.058 0.12 0.00 -0.03 0.148
C -0.482 0.009 -1.481 -0.03 -0.01 -0.02 -0.625
H 0.389 0.151 -2.131 -0.15 -0.06 0.13 0.224
H -0.754 -1.049 -1.447 0.10 0.15 -0.01 0.245
H -1.314 0.581 -1.906 0.11 -0.04 0.12 0.214
H 1.308 0.153 1.482 -0.12 -0.11 -0.10 0.184
H 1.030 -2.286 1.347 -0.05 0.02 -0.07 0.364
H 1.758 -0.512 -0.099 -0.10 0.05 0.08 0.200
H -0.425 -1.556 1.546 0.12 -0.15 -0.10 0.375
H -2.017 0.841 0.439 -0.12 0.07 -0.02 0.481
```
Forces are in eV/Å.

=====

Entry 5:
DFT (ωB97M-V/def2-TZVPD) results for 11 unconnected molecules or ions with the total composition C31H94O41P10.

The spin multiplicity is 1. Its HOMO-LUMO gap is 10.408 eV. For the LUMO energy, the calculation gives 0.0140 Ha. As for the SMILES: COP(=O)(OC)OC.COP(=O)(OC)OC.COP(=O)(OC)OC.COP(=O)(OC)OC.COP(=O)(OC)OC.COP(=O)(OC)OC.COP(=O)(OC)OC.COP(=O)(OC)OC.COP(=O)(OC)OC.COP(=O)(OC)OC.CO.

Geometry as XYZ:
```
176
Properties=species:S:1:pos:R:3:forces:R:3:mulliken_charge:R:1
P 0.954 21.304 -16.029 1.15 0.50 -1.42 1.064
P 12.950 10.426 -10.354 -0.15 -0.84 0.09 1.007
P 10.837 17.672 -26.037 0.21 -0.80 -0.75 0.923
P 11.751 19.715 -10.960 0.64 -1.38 -0.56 1.022
P 19.026 14.173 -18.412 -0.18 0.97 -0.11 1.057
P 4.549 4.868 -13.708 0.77 0.60 -0.17 0.979
P 7.803 8.082 -21.907 -0.66 1.28 -1.17 1.001
P 2.462 14.734 -8.432 -0.28 1.39 -0.08 0.969
P 12.833 24.959 -20.873 0.95 -0.09 0.53 1.073
P -1.315 14.860 -22.716 1.07 -0.10 0.67 1.049
O 8.713 7.694 -20.657 -2.11 0.33 -1.03 -0.285
O 2.188 15.041 -10.038 -0.64 -1.12 3.35 -0.285
O 17.414 14.029 -18.238 2.25 0.28 -0.49 -0.328
O 14.017 9.390 -10.353 -1.13 0.95 0.53 -0.666
O 2.993 4.397 -13.672 0.26 -0.01 0.09 -0.224
O 9.486 18.223 -25.356 1.08 -0.63 -0.11 -0.249
O 13.135 20.528 -11.089 -1.10 -0.41 1.61 -0.286
O 13.053 23.364 -20.617 -0.46 1.31 0.52 -0.306
O 0.366 21.230 -14.555 -0.10 -0.85 -0.87 -0.303
O 0.964 14.670 -7.732 1.39 -0.04 -1.91 -0.301
O 5.534 3.770 -13.516 -1.36 1.46 -0.69 -0.684
O 13.438 11.914 -10.094 -0.23 -0.75 -0.46 -0.286
O 11.902 18.779 -9.610 0.48 1.24 -1.96 -0.315
O -0.317 20.803 -16.877 0.62 0.44 -0.88 -0.276
O 11.489 25.073 -21.762 1.09 0.66 1.14 -0.292
O 12.843 25.841 -19.680 -0.46 -1.04 -1.38 -0.677
O 10.716 20.805 -10.462 0.66 -0.33 -0.43 -0.268
O 2.036 20.048 -16.131 -1.94 1.73 1.15 -0.332
O 14.063 25.225 -21.909 -0.69 -0.27 0.33 -0.317
O 12.136 10.521 -11.722 0.11 -0.03 0.92 -0.337
O 19.454 15.206 -17.222 -0.53 -1.02 -1.41 -0.323
O 11.457 19.008 -12.241 -0.08 0.63 1.77 -0.670
O 7.051 9.345 -21.763 0.56 -1.00 0.37 -0.681
O 11.724 10.270 -9.298 0.89 -0.51 0.22 -0.298
O 4.625 6.042 -12.558 -0.04 -0.46 -2.20 -0.303
O 19.451 14.625 -19.746 -0.45 -0.66 0.70 -0.698
O 19.624 12.775 -17.895 0.20 1.20 0.30 -0.258
O 11.771 17.338 -24.720 0.20 0.88 -1.37 -0.306
O -2.151 13.461 -23.029 0.52 2.24 1.17 -0.307
O 10.636 16.545 -27.017 0.42 1.89 1.75 -0.675
O 7.566 14.234 -18.352 -0.22 0.65 -0.81 -0.514
O -0.747 14.601 -21.172 -2.57 1.65 -2.69 -0.353
O 1.575 22.615 -16.420 -1.13 -1.91 0.53 -0.673
O 2.926 13.195 -8.399 -0.46 1.19 -0.67 -0.283
O 4.708 5.746 -15.104 0.01 -0.98 1.72 -0.314
O 8.880 8.199 -23.115 -0.29 -0.74 0.79 -0.297
O -0.239 15.258 -23.684 -1.91 -1.09 1.24 -0.649
O -2.457 15.995 -22.477 1.48 -1.16 0.25 -0.317
O 11.536 19.002 -26.689 -0.84 -0.49 0.90 -0.259
O 6.872 6.795 -22.268 0.78 0.39 0.04 -0.300
O 3.397 15.697 -7.762 -1.41 -1.63 -1.06 -0.654
C 3.230 14.871 -10.972 0.36 0.86 -0.76 -0.621
C 8.798 14.164 -17.638 -1.38 -0.15 0.41 -0.421
C -1.699 12.561 -23.986 0.69 -0.78 -2.00 -0.721
C 9.247 6.400 -20.535 1.11 -0.75 1.18 -0.660
C 13.230 17.255 -24.817 0.10 -1.22 -0.21 -0.649
C 0.066 13.504 -20.845 0.75 0.49 0.54 -0.605
C 20.834 15.253 -16.882 0.67 -0.17 1.57 -0.658
C 6.081 6.738 -23.469 0.02 0.29 -1.51 -0.676
C 19.362 11.554 -18.563 -0.09 -0.50 0.12 -0.654
C -1.298 21.669 -17.563 -0.02 0.65 2.25 -0.664
C 11.941 9.950 -7.891 0.06 0.57 -0.57 -0.652
C 3.866 6.891 -15.351 0.18 0.42 0.81 -0.599
C 10.611 22.021 -11.225 -1.13 0.35 0.55 -0.682
C 2.571 3.269 -14.462 1.02 -0.75 -1.56 -0.770
C 11.351 24.286 -22.904 -0.68 -1.35 -1.51 -0.750
C 1.272 21.354 -13.468 0.44 0.60 -0.04 -0.678
C 11.185 19.540 -27.983 0.31 -1.41 -1.05 -0.713
C 14.343 19.797 -11.261 0.61 0.02 -0.71 -0.674
C -0.133 15.513 -8.116 -0.70 0.68 0.54 -0.635
C 9.633 9.424 -23.180 -0.23 0.54 -0.99 -0.641
C 14.163 26.539 -22.464 -0.84 1.24 -0.33 -0.735
C 8.430 17.359 -24.854 -0.10 0.39 -0.09 -0.647
C 12.374 22.724 -19.485 -0.03 -0.18 -0.30 -0.699
C 3.597 12.738 -7.231 0.02 -0.30 0.60 -0.640
C 10.795 17.990 -9.203 -0.73 0.24 0.75 -0.635
C -3.294 16.412 -23.539 -1.24 -0.38 -1.32 -0.714
C 11.629 9.287 -12.290 0.38 0.02 -0.67 -0.668
C 16.974 13.679 -16.940 -0.87 0.16 0.74 -0.620
C 2.806 19.926 -17.310 -0.28 -0.27 -1.01 -0.671
C 4.144 5.772 -11.273 -1.28 -1.18 1.01 -0.620
C 14.284 12.196 -8.958 -0.57 0.84 -0.55 -0.638
H 3.252 11.721 -7.044 -0.07 0.10 0.04 0.247
H 20.855 15.012 -15.819 0.23 -0.56 0.04 0.271
H 11.636 10.810 -7.293 -0.46 -0.05 -0.11 0.258
H 12.167 9.157 -13.229 -0.13 -0.04 -0.03 0.266
H 14.270 18.732 -11.036 -0.39 -0.01 -0.28 0.315
H 13.801 17.807 -24.069 -0.80 1.10 -0.25 0.274
H 2.532 3.522 -15.521 -0.26 0.64 -0.03 0.298
H 15.114 27.054 -22.330 0.20 -0.67 0.53 0.292
H -1.051 14.997 -8.399 0.42 -0.92 -0.01 0.261
H 0.694 13.970 -20.086 0.45 -0.61 0.04 0.253
H 3.024 6.862 -14.659 -0.52 -0.18 -0.66 0.296
H -0.675 12.747 -24.311 0.16 0.12 0.29 0.340
H 13.391 27.203 -22.073 0.04 -0.01 0.51 0.324
H 10.559 18.294 -8.184 -0.01 0.01 0.07 0.264
H 2.746 14.493 -11.872 0.34 -0.16 0.00 0.235
H 19.391 10.781 -17.794 -0.42 0.03 0.02 0.231
H 14.605 19.993 -12.300 0.37 -0.52 0.04 0.261
H 13.595 16.265 -24.543 -0.78 -0.57 -0.19 0.292
H -0.501 12.706 -20.367 -0.08 -0.13 -0.40 0.224
H 16.055 14.249 -16.801 -0.06 -0.22 0.20 0.262
H 6.405 7.455 -24.224 0.23 0.37 0.33 0.277
H 3.613 15.873 -11.165 0.21 -0.06 -0.25 0.263
H 8.698 16.321 -24.655 0.44 0.10 -0.39 0.309
H 2.565 20.697 -18.042 0.14 0.24 0.14 0.310
H 11.274 24.830 -23.846 0.11 0.74 0.30 0.294
H 10.563 9.373 -12.503 0.10 0.27 0.22 0.266
H 12.070 23.380 -18.669 0.23 0.49 -0.36 0.343
H 3.309 2.467 -14.505 0.34 0.08 0.74 0.347
H 13.585 17.386 -25.839 -0.11 0.54 0.15 0.287
H 1.814 20.427 -13.280 -0.22 -0.07 0.01 0.255
H 15.061 12.810 -9.415 0.41 -0.31 0.63 0.264
H 4.678 12.706 -7.364 -0.06 0.24 -0.16 0.244
H -2.957 16.244 -24.562 0.87 -0.39 0.16 0.321
H 0.679 13.203 -21.694 -0.04 -0.33 0.11 0.329
H 5.000 6.865 -23.404 0.11 0.39 1.18 0.286
H -2.278 12.644 -24.905 -0.30 0.14 0.02 0.296
H 13.038 21.975 -19.053 0.17 0.13 -0.32 0.241
H 9.774 9.950 -22.236 -0.21 -0.31 0.11 0.316
H 7.443 13.506 -18.965 0.29 -0.12 0.13 0.300
H 8.101 17.775 -23.902 0.03 0.17 -0.15 0.263
H 0.682 21.671 -12.609 0.22 -0.09 -0.04 0.237
H 9.557 22.289 -11.151 0.01 0.08 -0.11 0.264
H 14.620 11.321 -8.401 0.25 -0.03 -0.45 0.332
H 11.809 8.385 -11.704 0.10 0.32 0.38 0.332
H 15.147 20.159 -10.620 -0.32 0.45 0.13 0.255
H -1.767 11.512 -23.697 -0.14 0.20 0.66 0.266
H 9.100 10.065 -23.883 -0.10 0.28 0.28 0.251
H 1.984 22.123 -13.771 0.20 0.13 0.55 0.349
H 2.505 18.984 -17.769 0.32 -0.14 0.00 0.269
H 11.165 22.792 -10.690 0.30 -0.06 -0.44 0.240
H 10.982 20.609 -28.050 -0.09 -0.14 0.90 0.282
H 8.999 5.642 -21.279 -0.03 0.57 -0.47 0.320
H -2.158 21.559 -16.901 -0.41 -0.16 -0.55 0.290
H 10.316 6.595 -20.457 0.11 -0.68 -0.17 0.272
H 12.139 23.557 -23.090 0.21 0.02 0.50 0.345
H 1.627 2.768 -14.247 -0.09 0.89 0.94 0.285
H 13.687 12.821 -8.294 0.10 0.02 0.12 0.250
H 17.669 13.968 -16.152 0.08 0.00 -0.13 0.320
H 0.017 16.212 -8.938 0.75 -0.06 0.13 0.287
H 3.517 4.884 -11.352 0.11 -0.27 0.49 0.255
H -3.551 17.470 -23.576 0.40 0.07 0.98 0.290
H 18.387 11.629 -19.044 0.07 -0.42 -0.13 0.315
H 8.907 5.979 -19.588 0.01 0.10 0.11 0.257
H 8.993 15.172 -17.273 0.24 -0.05 -0.19 0.189
H 9.903 18.202 -9.793 0.08 -0.28 -0.20 0.317
H -4.225 15.847 -23.492 -0.12 0.06 0.27 0.296
H 13.961 26.614 -23.532 0.10 -0.95 -0.23 0.286
H 12.993 9.834 -7.630 0.03 -0.55 -0.36 0.302
H 3.877 19.940 -17.107 -0.16 0.01 0.22 0.250
H 11.344 9.067 -7.665 0.23 0.12 0.10 0.270
H -1.553 21.488 -18.607 0.66 -0.75 0.22 0.265
H 4.909 5.611 -10.513 0.33 0.01 -0.40 0.257
H 9.632 13.773 -18.222 -0.03 -0.04 0.14 0.229
H 3.450 6.517 -10.883 0.27 0.56 -0.46 0.274
H 10.400 18.960 -28.469 -0.50 0.16 0.46 0.320
H 21.308 16.235 -16.856 -0.63 0.36 -0.90 0.262
H 6.148 5.801 -24.021 0.69 -0.48 0.73 0.297
H 10.602 9.265 -23.653 -0.01 -0.57 0.27 0.262
H -0.425 16.058 -7.218 0.23 0.27 -0.07 0.283
H 10.839 21.918 -12.286 0.40 -0.13 0.21 0.358
H 21.473 14.563 -17.433 -0.25 0.02 -0.10 0.314
H 3.341 13.386 -6.393 0.20 -0.18 0.13 0.332
H 3.659 6.987 -16.417 -0.40 -0.61 0.19 0.260
H 4.339 7.839 -15.094 0.69 -0.22 0.18 0.262
H 4.073 14.256 -10.657 -0.32 -0.26 0.18 0.299
H 20.149 11.262 -19.258 -0.06 0.53 -0.28 0.260
H 16.766 12.612 -16.858 0.02 -0.02 -0.14 0.248
H 11.017 16.923 -9.163 0.21 0.11 -0.46 0.233
H 8.503 13.564 -16.777 1.09 -0.31 0.31 0.216
H 7.622 17.411 -25.585 0.01 -0.17 0.15 0.261
H 11.483 22.217 -19.855 0.05 0.05 -0.12 0.279
H 12.005 19.331 -28.671 0.44 0.20 0.28 0.287
H 10.412 23.736 -22.835 0.00 -0.09 0.19 0.298
H -1.041 22.721 -17.437 0.51 -0.05 -0.25 0.306
```
Forces are in eV/Å.

=====

Entry 6:
DFT (ωB97M-V/def2-TZVPD) results for C2HO2P in the gas phase.

The spin multiplicity is 1. Its HOMO-LUMO gap (spin up / spin down) is 7.385 / 7.383 eV. For the LUMO energy (spin up / spin down), the calculation gives -0.0497 / -0.0497 Ha.

Geometry as XYZ:
```
6
Properties=species:S:1:pos:R:3:forces:R:3:nbo_charge:R:1
P 0.633 -1.393 0.262 -0.16 -0.71 0.15 0.208
O -1.949 -0.612 -0.195 0.26 0.43 0.10 -0.523
O 0.581 1.842 0.300 -1.24 -0.89 -1.09 -0.380
C -0.773 -0.443 -0.099 -0.25 -1.14 -0.34 0.061
C -0.094 1.050 -0.179 1.43 2.00 1.23 0.676
H 1.602 -0.444 -0.089 -0.04 0.31 -0.06 -0.041
```
Forces are in eV/Å.